Entry 1:
Density functional theory data (the ωB97M-V functional and the def2-TZVPD basis) for C67H71Ge2N6OS5SeSiTl as an isolated structure.

HOMO: -1.86 eV
relative energy (zero: lowest compared OMol25 entry of this formula, charge and spin): 0.0 kcal/mol

Structure (ORCA input):
```
! wB97M-V def2-TZVPD RIJCOSX def2/J DEFGRID3
* xyz -2 1
Tl -0.458 0.317 -0.110
C -2.931 7.324 -1.385
Si -3.603 5.652 -0.824
C -5.056 6.026 0.325
C -4.322 4.775 -2.304
C -2.270 4.846 0.223
C -2.040 5.412 1.466
C -1.088 4.892 2.340
C -0.423 3.755 1.922
N -0.598 3.184 0.737
C -1.465 3.725 -0.155
S -1.506 3.042 -1.737
H -3.690 7.909 -1.913
H -2.078 7.186 -2.054
H -2.590 7.905 -0.524
H -5.819 6.611 -0.197
H -4.745 6.594 1.205
H -5.519 5.100 0.676
H -5.161 5.355 -2.703
H -4.676 3.780 -2.029
H -3.567 4.636 -3.076
H -2.616 6.280 1.778
H -0.894 5.332 3.310
H 0.301 3.268 2.572
C -5.707 -5.492 -6.036
C -4.379 -5.586 -5.332
C -4.156 -6.525 -4.334
C -2.929 -6.615 -3.687
C -2.706 -7.616 -2.584
C -1.896 -5.757 -4.061
C -2.098 -4.798 -5.059
C -1.002 -3.855 -5.477
C -3.346 -4.723 -5.668
C -0.517 -6.020 -3.544
C 0.110 -7.065 -4.229
C 1.417 -7.416 -3.964
C 2.107 -6.690 -3.015
C 1.508 -5.637 -2.321
C 0.160 -5.294 -2.545
Ge -0.657 -3.673 -1.636
S 0.283 -1.926 -2.405
S -0.651 -3.892 0.619
Ge -2.769 -3.047 0.503
S -2.996 -0.959 0.924
S -2.938 -3.700 -1.671
C -4.083 -3.950 1.739
C -3.699 -4.417 3.012
C -4.658 -4.799 3.950
C -6.006 -4.755 3.652
C -6.398 -4.314 2.402
C -5.462 -3.899 1.456
C -6.047 -3.400 0.170
C -6.168 -4.252 -0.929
C -5.627 -5.656 -0.913
C -6.823 -3.801 -2.074
C -7.353 -2.524 -2.149
C -8.028 -2.024 -3.400
C -7.236 -1.696 -1.040
C -6.609 -2.114 0.124
C -6.551 -1.189 1.307
C -2.283 -4.602 3.465
C -1.638 -5.818 3.241
C -2.258 -6.922 2.424
C -0.373 -6.025 3.785
C 0.267 -5.052 4.531
C 1.635 -5.299 5.113
C -0.385 -3.840 4.733
C -1.653 -3.600 4.219
C -2.332 -2.279 4.458
C 2.470 -4.960 -1.391
C 3.357 -3.997 -1.887
C 3.243 -3.426 -3.275
C 4.402 -3.560 -1.078
C 4.629 -4.094 0.181
C 5.856 -3.696 0.961
C 3.738 -5.048 0.657
C 2.665 -5.488 -0.108
C 1.771 -6.578 0.418
H -6.346 -6.342 -5.791
H -5.575 -5.465 -7.119
H -6.233 -4.580 -5.747
H -4.955 -7.204 -4.049
H -3.616 -8.179 -2.375
H -2.402 -7.097 -1.670
H -1.911 -8.320 -2.838
H -0.037 -4.361 -5.531
H -0.886 -3.044 -4.752
H -1.225 -3.416 -6.451
H -3.506 -3.975 -6.440
H -0.454 -7.589 -4.994
H 1.896 -8.226 -4.502
H 3.146 -6.921 -2.801
H -4.322 -5.153 4.919
H -6.744 -5.059 4.386
H -7.450 -4.260 2.145
H -4.983 -5.837 -0.055
H -5.040 -5.824 -1.812
H -6.443 -6.385 -0.888
H -6.907 -4.470 -2.924
H -8.416 -2.849 -3.998
H -7.325 -1.462 -4.020
H -8.856 -1.356 -3.157
H -7.653 -0.694 -1.079
H -7.205 -0.330 1.154
H -5.527 -0.834 1.449
H -6.845 -1.697 2.228
H -3.318 -6.753 2.245
H -2.137 -7.885 2.925
H -1.763 -6.977 1.450
H 0.125 -6.973 3.607
H 1.887 -6.360 5.087
H 1.691 -4.955 6.148
H 2.400 -4.759 4.549
H 0.102 -3.066 5.322
H -1.747 -1.667 5.146
H -3.332 -2.413 4.873
H -2.443 -1.733 3.514
H 2.707 -4.091 -3.950
H 4.236 -3.228 -3.686
H 2.672 -2.496 -3.237
H 5.086 -2.810 -1.464
H 6.138 -2.664 0.752
H 6.703 -4.333 0.692
H 5.708 -3.804 2.038
H 3.900 -5.491 1.637
H 2.205 -7.033 1.310
H 1.613 -7.355 -0.332
H 0.790 -6.177 0.683
N 6.771 0.111 -2.840
C 6.041 0.012 -1.683
O 6.425 -0.661 -0.745
C 4.769 0.790 -1.670
C 4.628 2.006 -2.331
C 3.412 2.659 -2.284
C 2.368 2.074 -1.577
N 2.493 0.910 -0.943
C 3.665 0.287 -0.983
H 7.553 -0.516 -2.929
H 6.319 0.416 -3.683
H 5.470 2.451 -2.851
H 3.260 3.607 -2.783
H 1.386 2.542 -1.527
H 3.732 -0.672 -0.480
Se -0.292 1.069 5.315
N 1.152 0.102 5.711
C 1.455 -0.542 4.604
C 2.544 -1.456 4.444
C 2.689 -2.042 3.238
C 1.791 -1.735 2.149
N 0.809 -0.902 2.237
C 0.603 -0.306 3.453
N -0.392 0.535 3.640
H 3.208 -1.660 5.274
H 3.473 -2.761 3.067
H 1.926 -2.219 1.183
*
```

Entry 2:
Density functional theory data (the ωB97M-V functional and the def2-TZVPD basis) for one molecule with the formula C2H4N2O.

HOMO: -10.14 eV
relative energy (zero: lowest compared OMol25 entry of this formula, charge and spin): 74.0 kcal/mol
SMILES: COC1N=N1

Structure (ORCA input):
```
! wB97M-V def2-TZVPD RIJCOSX def2/J DEFGRID3
* xyz 0 1
C -1.011 0.022 -0.811
O 0.106 0.785 -0.284
C 0.719 0.205 0.763
N 1.572 -0.913 0.573
N 2.119 0.173 0.680
H -1.079 0.168 -1.928
H -1.935 0.372 -0.245
H -0.700 -1.085 -0.576
H 0.209 0.272 1.827
*
```

Entry 3:
Density functional theory data (the ωB97M-V functional and the def2-TZVPD basis) for a 3-piece molecular cluster, C3H7ClNO3P overall.

HOMO: -2.47 eV
relative energy (zero: lowest compared OMol25 entry of this formula, charge and spin): 0.0 kcal/mol

Structure (ORCA input):
```
! wB97M-V def2-TZVPD RIJCOSX def2/J DEFGRID3
* xyz -2 1
C -2.570 -1.988 0.732
C -1.658 -0.971 0.284
C -0.807 -0.215 -0.177
N 1.360 1.601 -1.254
O 3.208 2.708 0.569
O 2.981 3.761 -1.711
O 1.051 3.794 0.011
P 2.178 2.915 -0.806
Cl -3.994 -13.115 1.473
H -2.952 -2.381 -0.169
H -3.263 -1.438 1.300
H -2.088 -2.719 1.258
H 0.628 3.080 0.617
H 3.985 3.317 0.293
H -0.045 0.514 -0.490
H 1.985 1.137 -1.930
*
```

Entry 4:
Density functional theory data (the ωB97M-V functional and the def2-TZVPD basis) for C39H35GeIN4OSSe2V as an isolated structure.

HOMO (spin up / spin down): -12.12 / -12.25 eV

Structure (ORCA input):
```
! wB97M-V def2-TZVPD RIJCOSX def2/J DEFGRID3
* xyz 2 4
V -2.454 -0.384 0.224
Se -5.079 1.075 0.970
Se -3.239 1.929 2.267
C -2.692 0.280 2.996
C -2.919 -0.059 4.339
C -2.362 -1.252 4.852
C -1.684 -2.140 3.959
C -1.587 -1.800 2.633
N -2.126 -0.618 2.138
C -4.514 1.339 -0.793
C -4.942 2.382 -1.622
C -4.436 2.454 -2.893
C -3.648 1.322 -3.349
C -3.377 0.267 -2.513
N -3.715 0.299 -1.202
H -3.382 0.670 5.005
H -2.499 -1.540 5.911
H -1.283 -3.105 4.300
H -1.114 -2.456 1.893
H -5.604 3.126 -1.155
H -4.588 3.307 -3.526
H -3.329 1.279 -4.427
H -2.865 -0.606 -2.906
C -4.313 -2.977 0.193
C -3.000 -3.339 -0.464
C -2.716 -4.641 -0.943
C -1.704 -4.875 -1.843
C -0.882 -3.779 -2.227
C 0.031 -3.798 -3.345
C 0.796 -2.676 -3.660
C 0.656 -1.476 -2.891
C -0.242 -1.412 -1.833
S -0.425 0.038 -0.817
C -1.072 -2.532 -1.531
N -2.067 -2.339 -0.580
H -5.091 -2.815 -0.555
H -4.164 -1.980 0.729
H -4.661 -3.771 0.878
H -3.394 -5.412 -0.639
H -1.575 -5.842 -2.284
H 0.114 -4.690 -3.965
H 1.533 -2.730 -4.465
H 1.183 -0.557 -3.115
C 1.590 -1.448 2.981
Ge 1.765 -0.311 1.317
C 2.356 1.423 2.055
C 3.720 1.714 2.043
C 4.234 2.883 2.643
C 3.385 3.776 3.302
C 2.009 3.456 3.366
C 1.516 2.320 2.745
C 3.208 -1.099 0.121
C 3.539 -2.414 0.391
C 4.189 -3.245 -0.545
C 4.592 -2.719 -1.756
C 4.330 -1.351 -2.068
C 4.731 -0.771 -3.288
C 4.766 0.605 -3.439
C 4.231 1.425 -2.445
C 3.672 0.888 -1.303
C 3.707 -0.483 -1.084
H 2.566 -1.514 3.507
H 1.207 -2.466 2.752
H 0.845 -0.901 3.612
H 4.385 1.135 1.441
H 5.288 3.089 2.521
H 3.800 4.724 3.723
H 1.300 4.131 3.872
H 0.445 2.192 2.706
H 3.218 -2.782 1.369
H 4.297 -4.279 -0.298
H 5.155 -3.294 -2.498
H 5.108 -1.408 -4.074
H 5.177 1.031 -4.346
H 4.275 2.519 -2.523
H 3.178 1.566 -0.591
N -1.967 5.692 0.793
C -0.980 4.821 0.473
O -0.761 3.705 0.988
C -0.188 5.260 -0.756
I 1.867 4.571 -1.111
H -2.471 5.516 1.638
H -2.025 6.649 0.468
H -0.128 6.381 -0.849
H -0.695 4.847 -1.601
*
```

Entry 5:
Density functional theory data (the ωB97M-V functional and the def2-TZVPD basis) for one molecule with the formula C5H7Br.

HOMO: -9.30 eV
relative energy (zero: lowest compared OMol25 entry of this formula, charge and spin): 35.9 kcal/mol
SMILES: Br[C@@H]1[C@H]2CC[C@@H]12

Structure (ORCA input):
```
! wB97M-V def2-TZVPD RIJCOSX def2/J DEFGRID3
* xyz 0 1
Br 0.346 3.196 -1.488
C 0.109 1.715 -0.273
C 1.056 0.580 -0.231
C 0.486 -0.429 0.721
C -0.749 -0.524 -0.173
C -0.157 0.489 -1.116
H -0.550 2.098 0.596
H 2.004 0.722 -0.714
H 0.363 0.040 1.756
H 0.929 -1.415 0.957
H -1.167 -1.443 -0.738
H -1.654 -0.176 0.315
H -0.547 0.499 -2.149
*
```